ORCA calculation (ωB97M-V/def2-TZVPD) on a structure of composition C40H41BN9OP2SSr.

## Properties
Net charge: +2
2S+1: 2
Kohn-Sham gap (spin up / spin down) (eV): 7.90 / 4.55
F_max (eV/Å): 2.0
HOMO energy (spin up / spin down) (eV): -12.95 / -12.95
ΔE to the lowest compared entry with this formula, charge and spin (eV): 1.1748

Element x y z (Å)
Sr1 -0.68477 -0.95104 0.46987
C1 2.33207 -2.77941 3.44944
C2 1.86723 -1.68343 2.72572
N1 1.00576 -2.07003 1.78257
N2 0.91619 -3.41535 1.86940
C3 1.69446 -3.85985 2.87405
B1 -0.04396 -4.24376 0.96609
N3 0.15287 -3.87475 -0.54009
C4 0.48091 -4.74622 -1.51602
C5 0.46582 -4.08415 -2.72525
C6 0.10404 -2.78108 -2.39291
N4 -0.08067 -2.65826 -1.07583
N5 -1.50143 -3.92924 1.41139
C7 -2.37104 -4.66195 2.13543
C8 -3.52982 -3.93108 2.30382
C9 -3.27832 -2.72691 1.65128
N6 -2.05535 -2.72791 1.12355
N7 0.30917 -5.72125 1.08366
C10 1.55202 -6.28852 1.06463
C11 1.39910 -7.63863 0.91556
C12 0.00300 -7.82280 0.82051
N8 -0.63273 -6.67290 0.91142
H1 3.03377 -2.79516 4.26461
H2 2.11188 -0.63850 2.85145
H3 1.73839 -4.90055 3.14319
H4 0.69844 -5.78195 -1.31666
H5 0.68125 -4.49718 -3.69481
H6 -0.05350 -1.94200 -3.05483
H7 -2.14510 -5.65389 2.47084
H8 -4.41872 -4.23585 2.82720
H9 -3.93554 -1.87909 1.52275
H10 2.45616 -5.70617 1.14433
H11 2.16693 -8.39149 0.86387
H12 -0.54864 -8.73947 0.69265
N9 0.16706 1.60005 -2.19142
P1 1.42963 0.46123 -2.17534
C13 2.06124 0.54050 -3.86846
C14 2.98483 -0.44006 -4.23735
C15 3.52008 -0.43746 -5.51292
C16 3.12434 0.52817 -6.42897
C17 2.20622 1.50423 -6.06315
C18 1.66405 1.51153 -4.78947
C19 2.70793 1.20435 -1.11746
C20 3.12888 2.51391 -1.33985
C21 4.14234 3.03106 -0.55367
C22 4.73063 2.25270 0.43846
C23 4.31013 0.94901 0.65218
C24 3.29313 0.41892 -0.12745
P2 -0.85524 1.81907 -0.77997
C25 0.11919 2.99982 0.22091
C26 0.21160 4.34484 -0.13673
C27 0.98558 5.20832 0.62171
C28 1.64767 4.74658 1.75116
C29 1.53202 3.41668 2.13003
C30 0.77208 2.54600 1.36513
C31 -2.14907 2.88366 -1.47567
C32 -2.06512 3.55187 -2.69561
C33 -3.11261 4.36026 -3.11103
C34 -4.24011 4.51323 -2.31713
C35 -4.32764 3.85067 -1.10005
C36 -3.29020 3.03200 -0.68922
H13 -0.41837 1.46743 -3.02173
H14 3.28660 -1.19827 -3.52276
H15 4.23860 -1.19354 -5.79842
H16 3.52704 0.51795 -7.43261
H17 1.91439 2.26728 -6.77217
H18 0.97028 2.29527 -4.51409
H19 2.67770 3.11029 -2.12296
H20 4.48718 4.04226 -0.72507
H21 5.53038 2.66449 1.03983
H22 4.77998 0.34098 1.41409
H23 2.96790 -0.60706 0.01433
H24 -0.33152 4.72084 -0.99392
H25 1.06387 6.24899 0.33506
H26 2.25091 5.42492 2.34018
H27 2.02244 3.06248 3.02786
H28 0.67654 1.50900 1.66724
H29 -1.18203 3.47583 -3.31948
H30 -3.04487 4.88069 -4.05710
H31 -5.05117 5.14686 -2.64912
H32 -5.20641 3.97012 -0.48014
H33 -3.34653 2.49384 0.25077
O1 -1.77520 0.51067 1.74685
S1 -2.50852 0.45776 3.08298
C37 -2.03081 2.00199 3.94476
C38 -3.31914 2.69771 4.35716
C39 -4.27702 2.53399 3.18087
C40 -4.20754 1.06553 2.77362
H34 -1.47194 2.57024 3.19872
H35 -1.38265 1.74992 4.78223
H36 -3.13650 3.74693 4.58591
H37 -3.73343 2.23089 5.25281
H38 -3.96911 3.17893 2.35556
H39 -5.29599 2.80949 3.45012
H40 -4.43417 0.87658 1.72453
H41 -4.85945 0.44738 3.39254


ORCA calculation (ωB97M-V/def2-TZVPD) on a structure of composition C40H41CrN4SSb.

## Properties
Net charge: +1
2S+1: 2
Kohn-Sham gap (spin up / spin down) (eV): 6.73 / 6.98
F_max (eV/Å): 1.6
HOMO energy (spin up / spin down) (eV): -9.93 / -9.98

Element x y z (Å)
Cr1 -0.16209 -0.63147 -1.49139
C1 -2.23496 0.54771 0.67676
C2 -2.02467 1.89212 -0.00296
C3 -1.55921 1.81122 -1.46601
N1 -0.22904 1.27845 -1.58018
C4 0.87581 2.01396 -1.67859
C5 0.89553 3.41780 -1.81826
C6 1.95143 4.27252 -2.06240
C7 3.31338 4.01323 -2.15127
C8 3.94115 2.77869 -2.04410
C9 3.38123 1.52920 -1.90041
C10 2.03507 1.13891 -1.75861
N2 1.65499 -0.13330 -1.68510
C11 2.46189 -1.19849 -2.20281
C12 2.30199 -1.22162 -3.73962
C13 0.91377 -0.69906 -4.17370
N3 -0.10039 -1.23895 -3.30115
C14 -0.92398 -2.21639 -3.66803
C15 -1.18702 -2.53955 -5.01517
C16 -1.90442 -3.56644 -5.58331
C17 -2.57653 -4.61857 -4.96672
C18 -2.79007 -4.78061 -3.61504
C19 -2.40266 -3.96768 -2.55664
C20 -1.58012 -2.83663 -2.51003
N4 -1.26804 -2.21337 -1.36151
C21 -1.85591 -2.67978 -0.12055
C22 -1.18082 -2.06582 1.10144
H1 -2.92830 -0.08536 0.12159
H2 -2.60562 0.70534 1.69269
H3 -1.28085 2.45372 0.56564
H4 -2.97138 2.43600 0.02405
H5 -1.65454 2.80383 -1.91527
H6 -2.22294 1.13473 -2.02469
H7 -0.07123 3.89948 -1.77913
H8 1.67309 5.31096 -2.19767
H9 3.95139 4.86826 -2.32847
H10 5.02200 2.79368 -2.10274
H11 4.09028 0.71539 -1.87973
H12 2.06797 -2.12806 -1.77816
H13 3.51925 -1.12573 -1.93829
H14 2.44119 -2.24003 -4.10481
H15 3.05507 -0.58307 -4.20060
H16 0.77260 -0.94992 -5.22838
H17 0.89271 0.39443 -4.08927
H18 -0.76672 -1.84683 -5.73111
H19 -1.93508 -3.56417 -6.66463
H20 -2.99628 -5.36981 -5.62070
H21 -3.37320 -5.64876 -3.33281
H22 -2.77898 -4.30396 -1.60231
H23 -1.75090 -3.76973 -0.02645
H24 -2.93199 -2.44839 -0.10605
H25 -0.25479 -2.59214 1.33734
H26 -1.83861 -2.10558 1.96910
S1 -0.63226 -0.34130 0.85245
Sb1 1.10640 0.87376 4.80487
C23 1.27287 -1.00822 3.74628
C24 0.79650 -2.14380 4.38517
C25 1.02298 -3.40272 3.85853
C26 1.75782 -3.53759 2.69104
C27 2.22994 -2.40580 2.04278
C28 1.98575 -1.14501 2.56641
C29 1.31267 2.16450 3.07747
C30 2.58178 2.43145 2.58561
C31 2.76821 3.39640 1.61193
C32 1.69031 4.13508 1.15420
C33 0.42098 3.87031 1.63754
C34 0.23289 2.87891 2.58559
C35 -1.06039 1.01095 4.77644
C36 -1.64875 2.10292 5.39789
C37 -3.01778 2.29280 5.33681
C38 -3.81397 1.38382 4.66214
C39 -3.23885 0.27517 4.06537
C40 -1.86563 0.09344 4.12540
H27 0.24268 -2.04008 5.30847
H28 0.64402 -4.27519 4.36982
H29 1.97024 -4.52152 2.29407
H30 2.81348 -2.50361 1.13568
H31 2.35761 -0.26798 2.05138
H32 3.43317 1.89698 2.98910
H33 3.75765 3.60072 1.23158
H34 1.83900 4.92811 0.43797
H35 -0.42074 4.46115 1.30128
H36 -0.76013 2.67373 2.96292
H37 -1.03020 2.81734 5.92425
H38 -3.46343 3.15135 5.81557
H39 -4.88155 1.53030 4.61109
H40 -3.86481 -0.44772 3.55751
H41 -1.40891 -0.76904 3.66162


ORCA calculation (ωB97M-V/def2-TZVPD) on a structure of composition C40H41InN6O2S2Te.

## Properties
Net charge: -1
2S+1: 2
Kohn-Sham gap (spin up / spin down) (eV): 4.93 / 6.91
F_max (eV/Å): 3.1
HOMO energy (spin up / spin down) (eV): -2.87 / -4.85
ΔE to the lowest compared entry with this formula, charge and spin (eV): 0.0000

Element x y z (Å)
In1 -1.68683 -1.96735 1.96323
N1 0.51979 -5.16812 3.73914
C1 -0.24472 -4.01387 3.64754
S1 -1.95803 -4.09268 3.32293
N2 0.45106 -2.94277 3.93767
N3 -0.29795 -1.81921 3.61290
C2 -0.39847 -0.71363 4.39424
C3 0.57295 -0.45004 5.44555
C4 1.90038 -0.81123 5.31650
C5 2.84992 -0.49046 6.31204
C6 2.40945 0.28192 7.38345
C7 1.08655 0.64226 7.53575
C8 0.17314 0.20953 6.59079
C9 -1.34693 0.28805 3.99460
C10 -1.31939 1.68363 4.36831
C11 -2.29750 2.50142 3.96294
C12 -3.41048 2.03683 3.17696
C13 -3.34156 0.71829 2.75001
N4 -2.26705 -0.07851 3.06617
H1 0.05156 -5.99979 3.43835
H2 1.48803 -5.10153 3.47712
H3 2.19869 -1.44639 4.50252
H4 3.89658 -0.85101 6.20664
H5 3.16794 0.64713 8.06614
H6 0.72457 1.22629 8.39886
H7 -0.87877 0.51118 6.77998
H8 -0.52928 2.05759 5.00458
H9 -2.28561 3.56003 4.27384
H10 -4.20850 2.71344 2.97104
H11 -4.10037 0.37495 2.09060
C14 -2.84319 1.67041 -0.71548
O1 -1.84840 0.87668 -0.06663
H12 -3.70177 1.52101 -0.11792
H13 -2.98938 1.36176 -1.73694
H14 -2.60540 2.76962 -0.73426
S2 -5.45620 -2.53134 -0.97113
C15 -4.42558 -2.16247 0.21983
N5 -3.62016 -1.88186 1.02741
C16 -0.64373 6.31561 -3.73277
C17 -0.54369 5.02302 -2.94487
C18 -1.00422 3.88620 -3.58758
C19 -0.87148 2.61496 -3.03256
C20 -1.36661 1.49263 -3.87921
C21 -0.19955 2.51643 -1.82294
Te1 0.04779 0.54091 -0.56592
N6 -0.36697 -1.26901 0.42483
C22 0.13712 -2.48614 0.09077
O2 -0.44726 -3.53803 0.44640
C23 1.46208 -2.52578 -0.56975
C24 1.65598 -3.36281 -1.68315
C25 2.89639 -3.48805 -2.23606
C26 3.93603 -2.75647 -1.68971
C27 3.81308 -1.93661 -0.60793
C28 2.53825 -1.80971 -0.06784
C29 0.38056 -0.56085 -2.38221
C30 1.60365 -0.34253 -3.06975
C31 2.62631 0.57730 -2.44332
C32 1.84943 -1.04800 -4.24342
C33 0.87386 -1.92782 -4.73683
C34 1.15442 -2.75754 -5.92988
C35 -0.32155 -2.10581 -4.08013
C36 -0.60378 -1.43748 -2.86695
C37 -1.94306 -1.72220 -2.27927
C38 0.20371 3.65296 -1.11695
C39 0.89298 3.58149 0.22939
C40 0.14124 4.90899 -1.73967
H15 -1.72370 6.53823 -3.94811
H16 -0.22549 6.26329 -4.72299
H17 -0.15163 7.11358 -3.18574
H18 -1.41875 4.04849 -4.55037
H19 -0.61773 0.85103 -4.37189
H20 -1.91504 1.90683 -4.74687
H21 -2.12353 0.86407 -3.32391
H22 0.84405 -3.95664 -2.01429
H23 3.04040 -4.06110 -3.13142
H24 4.94394 -2.86652 -2.17801
H25 4.67592 -1.43753 -0.19759
H26 2.45032 -1.16278 0.79767
H27 2.78914 0.27309 -1.43481
H28 2.28503 1.57072 -2.45907
H29 3.53723 0.44274 -3.02587
H30 2.71771 -0.82849 -4.88299
H31 2.08948 -3.30764 -5.80470
H32 1.23912 -2.12859 -6.85227
H33 0.33615 -3.49343 -6.11750
H34 -1.12319 -2.80191 -4.49046
H35 -2.02119 -2.79368 -2.05070
H36 -2.66695 -1.49530 -3.07020
H37 -2.16757 -1.18995 -1.35652
H38 0.37063 2.98855 1.02247
H39 1.05155 4.58396 0.64204
H40 1.90553 3.12311 0.16303
H41 0.54854 5.79041 -1.22696


ORCA calculation (ωB97M-V/def2-TZVPD) on a structure of composition C40H41N4SbV.

## Properties
Net charge: +2
2S+1: 2
Kohn-Sham gap (spin up / spin down) (eV): 7.23 / 6.75
F_max (eV/Å): 1.4
HOMO energy (spin up / spin down) (eV): -12.94 / -12.38

Element x y z (Å)
V1 -0.85658 -0.90167 0.83028
C1 -3.21699 -1.91980 2.47154
C2 -2.63381 -1.33717 3.75197
C3 -1.82512 -0.07053 3.65622
C4 -2.03793 0.88148 4.64718
C5 -1.29124 2.04471 4.68462
C6 -0.31890 2.22134 3.71351
C7 -0.15026 1.23241 2.77142
N1 -0.87454 0.09633 2.70675
N2 -2.21844 -2.43810 1.52015
C8 -1.44893 -3.55720 2.08650
C9 -0.12631 -3.65907 1.38991
C10 0.52661 -4.87032 1.26162
C11 1.81265 -4.90094 0.74431
C12 2.40777 -3.69531 0.40651
C13 1.68164 -2.52962 0.53637
N3 0.41132 -2.48488 0.98415
C14 -2.90566 -2.94477 0.31480
C15 -3.24455 -1.83696 -0.62996
C16 -4.45969 -1.76140 -1.28203
C17 -4.65170 -0.77022 -2.23439
C18 -3.61193 0.10561 -2.49929
C19 -2.43508 -0.02170 -1.78495
N4 -2.24036 -0.96694 -0.85475
H1 -3.80012 -1.14947 1.96086
H2 -3.90323 -2.72494 2.76219
H3 -2.02198 -2.07227 4.27862
H4 -3.47854 -1.13874 4.40940
H5 -2.79486 0.69315 5.39569
H6 -1.46066 2.78657 5.45339
H7 0.29566 3.10921 3.66714
H8 0.61232 1.36945 2.02540
H9 -2.00594 -4.49709 2.03085
H10 -1.23693 -3.37145 3.13686
H11 0.03515 -5.77903 1.58287
H12 2.33927 -5.83869 0.63026
H13 3.42453 -3.65166 0.04218
H14 2.15723 -1.59084 0.29803
H15 -3.79336 -3.52641 0.58145
H16 -2.21580 -3.61199 -0.21062
H17 -5.24045 -2.47645 -1.06044
H18 -5.59148 -0.69278 -2.76429
H19 -3.70192 0.87729 -3.25052
H20 -1.61271 0.64707 -1.98984
C20 3.78174 0.59624 -2.66833
C21 4.02539 0.63576 -1.18329
C22 5.34670 0.64529 -0.73401
C23 5.66452 0.64435 0.61341
C24 4.65052 0.61258 1.55638
C25 3.33269 0.60639 1.13159
C26 3.00193 0.63872 -0.22402
Sb1 0.86478 0.71009 -0.60408
C27 0.62318 0.75506 -2.73603
C28 0.53533 1.99572 -3.36061
C29 0.36079 2.07803 -4.73470
C30 0.27690 0.91486 -5.48340
C31 0.35867 -0.32141 -4.85936
C32 0.52994 -0.42414 -3.48294
C33 0.66528 -1.78299 -2.84802
C34 0.58373 2.79415 -0.14643
C35 1.69816 3.61737 -0.32341
C36 1.65366 4.96136 0.00667
C37 0.49848 5.48695 0.56561
C38 -0.60495 4.67299 0.75927
C39 -0.59323 3.32733 0.39350
C40 -1.88045 2.56001 0.54985
H21 4.72581 0.49759 -3.20066
H22 3.29262 1.50264 -3.02319
H23 3.15370 -0.25149 -2.94173
H24 6.14270 0.64992 -1.46850
H25 6.70091 0.65282 0.92381
H26 4.88230 0.58628 2.61291
H27 2.55892 0.55714 1.88898
H28 0.60417 2.90685 -2.77843
H29 0.29400 3.04467 -5.21604
H30 0.14801 0.96809 -6.55644
H31 0.29922 -1.22336 -5.45684
H32 0.42575 -2.56910 -3.56272
H33 0.00123 -1.88992 -1.98850
H34 1.69167 -1.94981 -2.50718
H35 2.61482 3.19497 -0.71908
H36 2.51727 5.58887 -0.16976
H37 0.45750 6.53006 0.84985
H38 -1.50401 5.09520 1.19410
H39 -2.44118 2.92273 1.41222
H40 -1.72288 1.48606 0.67567
H41 -2.51443 2.69886 -0.32802


Let's list molecular weight in order: 856.28 783.62 944.36 750.50 g/mol.